{
  "formula": "C5H8N2",
  "method": "the ωB97M-V functional and the def2-TZVPD basis",
  "molar_mass_g_mol": 96.13,
  "charge": 0,
  "lumo_ev": 0.982,
  "smiles": "[H]/N=C1/CC=CN1C",
  "gap_ev": 9.52,
  "de_lowest_kcal_mol": 74.5,
  "multiplicity": 1,
  "e_tot_ev": -8291.766,
  "species": ["H", "N", "C", "C", "C", "C", "N", "C", "H", "H", "H", "H", "H", "H", "H"],
  "xyz": [[-0.97648, -0.03139, -2.24065], [-1.49106, -0.33621, -1.46695], [-0.89856, 0.07948, -0.40914], [-1.39390, -0.55401, 0.79407], [-0.12548, -0.59454, 1.76941], [0.86748, 0.04537, 1.26659], [0.35026, 0.65626, -0.03842], [1.25146, 0.73710, -1.31881], [-1.38215, -1.64734, 0.66398], [-2.37983, -0.06544, 1.19140], [-0.22686, -0.98443, 2.69154], [1.63714, 0.52333, 1.78190], [1.43221, -0.35781, -1.72314], [2.38059, 0.97781, -1.00256], [0.95518, 1.55181, -1.95922]],
  "atomic_forces_ev_per_a": [[0.7482, 0.6355, -2.0815], [0.3944, 1.2229, 0.7385], [0.8628, -1.8568, 1.1443], [0.2450, -0.9928, 4.0931], [-3.5751, 0.8322, -2.0028], [-1.6489, 2.1459, -3.7158], [1.8675, 0.0492, -3.0327], [3.0611, -1.9347, 3.2224], [-1.5123, 0.3838, -0.5802], [1.9098, -1.3038, -0.3492], [-0.0507, -1.2447, 3.0264], [1.7084, 0.2409, 0.1896], [-1.0310, 2.2912, 0.1167], [-2.5450, -0.1527, -0.3265], [-0.4341, -0.3161, -0.4424]],
  "lowdin_charge": [-0.0009, 0.1442, -0.4759, -0.1077, -0.0657, -0.0551, -0.0758, -0.0631, 0.1163, 0.1569, 0.0605, 0.0938, 0.1134, 0.1019, 0.0571]
}


{
  "formula": "C4H9NO2",
  "method": "the ωB97M-V functional and the def2-TZVPD basis",
  "molar_mass_g_mol": 103.12,
  "charge": 0,
  "lumo_ev": 0.760,
  "smiles": "C[C@@H](O)CC(N)=O",
  "gap_ev": 10.65,
  "de_lowest_kcal_mol": 11.1,
  "multiplicity": 1,
  "e_tot_ev": -9879.580,
  "species": ["C", "C", "O", "C", "C", "N", "O", "H", "H", "H", "H", "H", "H", "H", "H", "H"],
  "xyz": [[-1.32119, -0.09015, -1.33814], [-0.59771, 0.64624, -0.21341], [-1.49241, 1.36804, 0.61758], [0.14513, -0.33068, 0.69895], [1.30438, -0.98534, -0.03307], [2.31476, -0.13016, -0.37587], [1.31892, -2.16138, -0.34973], [-2.22685, -0.55504, -0.93442], [-0.69198, -0.88191, -1.75911], [-1.60570, 0.58985, -2.14912], [0.13804, 1.34128, -0.65100], [-1.99251, 1.97452, 0.05722], [0.49985, 0.21071, 1.58384], [-0.53361, -1.12258, 1.02686], [3.12495, -0.51411, -0.83676], [2.36088, 0.81194, -0.02374]],
  "atomic_forces_ev_per_a": [[-0.0550, 0.0021, -0.0088], [0.2639, -0.1801, -0.2129], [-0.1609, 0.2037, -0.0913], [-0.0452, -0.0686, 0.0632], [0.0034, -0.0822, -0.0732], [0.0933, -0.0760, 0.0207], [0.0026, 0.3530, 0.1175], [0.1290, 0.0224, -0.0483], [-0.0716, 0.1593, 0.0206], [0.0026, -0.0768, 0.1389], [-0.1361, -0.0884, 0.0673], [0.0161, -0.0860, 0.1372], [-0.0076, -0.0578, -0.1383], [0.0934, 0.1127, -0.0358], [-0.0934, 0.0303, 0.0683], [-0.0346, -0.1676, -0.0251]],
  "lowdin_charge": [-0.0352, -0.4559, -0.0398, -0.0771, -0.5499, 0.1589, 0.0480, 0.0912, 0.0825, 0.0801, 0.1317, 0.0946, 0.1280, 0.1324, 0.1095, 0.1010]
}


{
  "formula": "C35H55MgN4OP2",
  "method": "the ωB97M-V functional and the def2-TZVPD basis",
  "molar_mass_g_mol": 634.11,
  "charge": 1,
  "lumo_ev": -2.925,
  "gap_ev": 5.60,
  "de_lowest_kcal_mol": 21.4,
  "multiplicity": 1,
  "e_tot_ev": -69213.463,
  "species": ["C", "C", "C", "C", "C", "H", "H", "H", "N", "P", "P", "C", "H", "H", "C", "O", "C", "H", "C", "C", "C", "C", "C", "H", "H", "H", "C", "H", "H", "H", "C", "H", "H", "H", "C", "H", "H", "H", "C", "H", "H", "H", "C", "H", "H", "H", "C", "H", "H", "H", "C", "H", "H", "H", "C", "H", "H", "H", "C", "H", "H", "H", "C", "H", "H", "H", "C", "H", "H", "H", "Mg", "N", "C", "C", "C", "C", "C", "H", "H", "H", "H", "H", "H", "H", "H", "H", "N", "C", "C", "C", "C", "C", "N", "C", "H", "H", "H", "H"],
  "xyz": [[2.03606, -1.39894, -0.79384], [1.23186, 0.60243, -1.77762], [3.00279, -1.51669, -1.78574], [2.11033, 0.42197, -2.89395], [3.04345, -0.59865, -2.84181], [3.71203, -2.33109, -1.71860], [2.04647, 1.19016, -3.68264], [3.73164, -0.71582, -3.67365], [1.20891, -0.33678, -0.75248], [0.20385, -2.68693, 0.93748], [-0.09222, 2.45112, -0.11619], [1.90025, -2.51998, 0.23615], [2.21048, -3.47851, -0.20545], [2.61249, -2.33240, 1.05211], [-2.01523, -0.73232, 2.13483], [-2.77016, -0.94101, 2.97604], [0.59988, 1.85940, -1.60303], [0.37241, 2.40913, -2.52263], [-1.84021, 3.39215, -0.21557], [1.40831, 3.67149, 0.02274], [-0.68545, -3.76972, -0.36050], [0.50726, -3.62446, 2.55130], [-2.92719, 2.53524, 0.45930], [-2.67346, 2.34430, 1.51035], [-3.86972, 3.10947, 0.44157], [-3.08400, 1.56815, -0.03292], [-1.77503, 4.71274, 0.55246], [-1.45958, 4.52915, 1.58797], [-1.11083, 5.44777, 0.08176], [-2.78982, 5.14360, 0.58284], [-2.17331, 3.60609, -1.68168], [-3.11941, 4.16009, -1.76988], [-1.39770, 4.16021, -2.23290], [-2.34654, 2.64242, -2.16904], [1.35959, 4.28478, 1.41463], [1.19758, 3.50551, 2.17204], [2.32099, 4.77398, 1.63759], [0.57061, 5.03969, 1.52500], [2.71214, 2.88564, -0.13235], [2.74555, 2.03566, 0.55888], [2.83092, 2.50230, -1.15081], [3.57671, 3.53449, 0.05646], [1.29505, 4.69698, -1.10923], [1.07417, 4.22490, -2.07743], [0.53269, 5.47501, -0.94733], [2.26429, 5.20473, -1.24295], [-0.86127, -4.04797, 3.11125], [-0.72519, -4.45921, 4.12383], [-1.54409, -3.19236, 3.19625], [-1.34997, -4.81628, 2.49680], [1.18481, -2.64878, 3.52805], [2.18246, -2.34269, 3.18356], [0.59085, -1.74309, 3.69436], [1.32072, -3.14103, 4.50362], [1.43410, -4.83580, 2.38269], [2.37386, -4.56902, 1.88292], [1.69374, -5.22636, 3.37913], [0.97141, -5.65760, 1.82938], [-0.28347, -3.31969, -1.77084], [0.76045, -3.58221, -1.99632], [-0.92536, -3.83228, -2.50697], [-0.41721, -2.23632, -1.89310], [-2.18539, -3.50963, -0.16042], [-2.44749, -2.45151, -0.31290], [-2.75931, -4.11069, -0.88332], [-2.54036, -3.80251, 0.83246], [-0.38783, -5.26471, -0.22142], [0.68843, -5.46987, -0.27380], [-0.80491, -5.70664, 0.69417], [-0.85107, -5.78787, -1.07398], [-0.46194, -0.13039, 0.58495], [-1.80406, -0.24426, -0.96410], [-2.12842, -0.05574, -2.08360], [-2.32354, 0.16697, -3.52008], [-1.54096, 1.29209, -4.24376], [-1.79489, -1.15365, -4.08987], [-3.83111, 0.44267, -3.55279], [-1.73481, 2.29849, -3.85748], [-0.45518, 1.11673, -4.22467], [-1.85304, 1.32599, -5.30417], [-2.16708, -2.00905, -3.50378], [-2.05888, -1.29999, -5.14086], [-0.69012, -1.14043, -4.02154], [-4.13508, 1.05501, -4.40409], [-4.36004, -0.51220, -3.59191], [-4.15284, 0.95340, -2.62198], [5.30105, 0.28952, 3.61203], [4.15978, 0.53161, 3.55646], [2.74523, 0.83288, 3.52298], [2.11782, 1.44976, 4.61005], [0.74941, 1.68252, 4.55761], [0.03808, 1.26364, 3.42667], [0.65803, 0.68888, 2.37188], [1.99032, 0.48974, 2.39655], [2.71216, 1.72245, 5.48130], [0.21112, 2.16911, 5.36803], [-1.04817, 1.38171, 3.36743], [2.45030, 0.00924, 1.52198]],
  "atomic_forces_ev_per_a": [[0.7354, -0.0274, -1.0599], [-0.1786, 1.6315, 0.9874], [-0.1367, -0.5896, 0.9727], [0.3430, -0.5956, -0.0703], [-1.1452, 1.0589, -0.7736], [-0.0474, -0.0496, -0.1611], [0.3185, -0.6309, 0.3499], [0.1081, -0.0358, 0.2423], [-0.5604, -0.3112, 0.1560], [0.3183, -0.3713, -0.3817], [0.2322, 0.2652, 0.3986], [0.2744, 0.2340, -0.0281], [-0.0278, 0.3245, 0.0153], [-0.2166, -0.0430, -0.0011], [-2.9006, -0.1201, 2.7619], [2.2872, 0.3902, -2.5043], [-1.7452, -2.0370, -2.1759], [0.6149, -0.0631, 0.2368], [1.2553, -0.2882, -0.2978], [-1.1995, 0.3649, 0.5932], [-0.0403, 0.0238, 0.5961], [-0.0866, -0.0824, -0.3482], [0.1938, 0.0700, -0.0923], [-0.0518, 0.0696, -0.0968], [0.2234, -0.3006, 0.0056], [-0.0260, 0.2894, 0.0595], [-0.1856, 0.0430, -0.0242], [-0.0849, 0.1944, -0.2095], [-0.2198, -0.2391, 0.2429], [0.2843, -0.0532, 0.0022], [-0.5119, 0.1820, -0.1255], [0.1381, 0.0546, -0.0137], [-0.2183, -0.2101, 0.2172], [0.1486, 0.2082, 0.1601], [0.4543, 0.6608, 0.3127], [0.0829, 0.1528, -0.0733], [-0.2494, -0.0207, 0.0708], [0.2956, -0.2503, -0.0287], [0.0036, -0.1791, -0.2707], [0.1207, 0.1467, -0.1241], [-0.0161, 0.0568, 0.3068], [-0.2414, 0.0342, 0.2126], [0.2680, 0.5027, -0.2271], [0.1587, 0.0732, 0.3677], [0.3382, -0.3004, 0.0993], [-0.2479, -0.0145, 0.1106], [0.0358, -0.0676, 0.2131], [-0.0566, 0.0630, -0.2764], [0.1433, -0.2255, 0.0155], [0.1774, 0.2274, 0.2014], [0.0330, 0.1025, 0.0939], [-0.2265, -0.0931, 0.0589], [0.0123, -0.0960, -0.0195], [-0.0717, 0.0767, -0.2840], [0.0633, -0.2653, 0.1743], [-0.1833, -0.0514, 0.1428], [-0.0506, 0.1225, -0.2242], [0.1272, 0.2474, 0.1829], [0.1159, 0.1255, 0.0378], [-0.3073, 0.1537, 0.0066], [0.1751, 0.1137, 0.2650], [0.1618, -0.3270, -0.0315], [-0.3442, -0.0792, -0.1411], [0.1141, -0.3813, -0.0094], [0.1216, 0.1765, 0.1180], [0.1143, 0.0087, -0.0413], [-0.1258, -0.2227, -0.2831], [-0.2267, 0.0158, 0.0354], [0.1813, 0.1650, -0.2981], [0.0818, 0.1176, 0.2273], [1.4626, 0.5985, -0.0188], [-1.9020, 0.3959, -3.9155], [2.8631, 0.4031, 3.6521], [-0.0419, 0.1887, -0.2198], [0.3340, 0.4924, 0.1459], [0.0438, -0.7708, -0.2340], [-0.8351, -0.2631, -0.0580], [0.0554, -0.4081, -0.0437], [-0.4075, 0.0034, 0.1014], [-0.0438, -0.4088, 0.4942], [0.0759, 0.1969, -0.3696], [-0.1017, 0.1695, 0.1290], [-0.5237, -0.0894, 0.0126], [0.1255, -0.1344, 0.0333], [-0.1732, 0.1148, -0.0198], [0.1174, -0.1094, -0.6254], [-2.3146, 0.4445, -0.1617], [1.9335, -0.3113, 0.1498], [0.0225, 0.0491, -0.2165], [0.0694, -0.0550, -0.0198], [-0.4140, -0.1257, -0.4355], [1.0859, -0.1491, -0.0124], [0.0763, -0.5661, 0.5175], [-0.5914, 0.0206, 0.5114], [-0.2015, -0.0216, -0.1987], [0.2310, -0.1411, -0.1042], [0.4144, 0.0667, -0.0456], [-0.2852, 0.2845, 0.3970]],
  "lowdin_charge": [-0.3701, -0.3735, -0.0660, -0.0492, -0.0613, 0.1069, 0.1189, 0.1103, 0.0148, 1.1009, 1.0836, -0.2676, 0.0928, 0.0848, 0.0035, 0.1423, -0.3686, 0.0540, -0.6477, -0.6560, -0.6625, -0.6784, -0.1102, 0.0641, 0.0963, 0.0430, -0.0998, 0.0765, 0.0659, 0.0942, -0.0980, 0.0982, 0.0874, 0.0342, -0.1030, 0.0547, 0.0900, 0.0605, -0.0777, 0.0610, 0.0766, 0.0970, -0.0842, 0.0652, 0.0681, 0.0943, -0.0832, 0.0996, 0.0542, 0.0696, -0.0960, 0.0741, 0.0646, 0.1001, -0.0808, 0.0813, 0.0977, 0.0612, -0.0881, 0.0913, 0.0975, 0.0468, -0.1039, 0.0435, 0.0974, 0.0704, -0.0871, 0.0825, 0.0720, 0.0978, 0.2912, 0.1796, -0.0872, -0.5322, -0.0243, -0.0330, -0.0192, 0.0627, 0.0737, 0.1095, 0.0838, 0.1057, 0.0980, 0.0978, 0.0961, 0.0931, 0.1837, -0.1530, -0.1888, 0.0162, -0.0169, -0.1274, -0.0187, -0.0994, 0.1364, 0.1215, 0.1042, 0.1179]
}